[1]
# C3H8ClN3

The molecule C3H8ClN3 at a distorted geometry (wB97M-V/def2-TZVPD, OMol25).

Values from the calculation:
Total charge: 0
HOMO: -8.63 eV
Max |F|: 0.1291 Eh/bohr
Structure (SMILES): C/N=C(/CCl)NN
Frontier orbital gap: 9.364 eV
Energy relative to the best compared isomer or geometry (same formula, charge and spin): 56.5 kcal per mole

Last column: natural (NBO) charge in e.
Geometry (Å):
C: -1.2423 -1.7658 0.7611  -0.448
C: -0.3014 0.2306 -0.1929  0.385
C: -0.6531 1.5732 -0.8089  -0.389
H: -2.0900 -2.3871 0.4782  0.216
H: -1.1085 -1.5103 1.7901  0.197
H: -0.3790 -2.6563 0.6437  0.137
H: -1.8073 1.5143 -1.0289  0.272
H: -0.4975 2.5058 -0.0754  0.240
H: 0.9481 -1.1021 0.6547  0.401
H: 2.3443 1.3886 0.6324  0.369
H: 2.7755 0.5304 -0.8300  0.372
N: -1.3747 -0.5548 0.1253  -0.514
N: 0.9350 -0.1373 0.1529  -0.449
N: 2.1932 0.5476 0.1664  -0.680
Cl: 0.2577 1.8233 -2.4687  -0.110



[2]
# C32H27F3IrN2O5S4

A structure of composition C32H27F3IrN2O5S4 at a distorted geometry (wB97M-V/def2-TZVPD, OMol25).

Values from the calculation:
Total charge: -1
HOMO (spin up / spin down): -4.52 / -4.51 eV
Max |F|: 0.0208 Eh/bohr
Frontier orbital gap (spin up / spin down): 6.527 / 6.524 eV
Energy relative to the best compared isomer or geometry (same formula, charge and spin): 44.3 kcal per mole

Last column: Mulliken charge in e.
Geometry (Å):
Ir: -0.2803 0.9513 0.2309  2.458
C: 2.9474 -2.9415 5.9760  -1.554
C: 2.8494 -2.4787 4.5473  1.226
C: 3.3486 -1.2394 4.1597  -1.047
C: 3.2506 -0.8075 2.8493  -0.596
C: 2.6497 -1.6226 1.9041  0.346
C: 2.1431 -2.8584 2.2699  0.018
C: 2.2451 -3.2812 3.5855  -0.886
S: 2.5439 -1.1038 0.2068  0.828
O: 3.8799 -1.1175 -0.3386  -0.780
O: 1.5725 -1.9508 -0.4240  -0.201
N: 1.9428 0.4058 0.2367  -0.185
C: 2.7784 1.5138 0.2728  0.271
C: 4.1654 1.5697 0.3680  -0.585
C: 4.8549 2.7909 0.4084  -0.945
C: 4.2152 3.9965 0.3584  -0.986
C: 2.8112 4.0029 0.2529  1.289
C: 2.0557 5.1954 0.2222  -0.665
C: 0.6951 5.1412 0.1477  -0.898
C: 0.0732 3.8860 0.0833  0.099
N: 0.7581 2.7624 0.0774  -0.364
C: 2.1112 2.7751 0.1913  -0.209
H: 3.2794 -2.1344 6.6286  0.344
H: 3.6568 -3.7668 6.0727  0.340
H: 1.9808 -3.2948 6.3381  0.352
H: 3.7946 -0.5875 4.9017  0.265
H: 3.6127 0.1736 2.5775  0.370
H: 1.6491 -3.4711 1.5302  0.408
H: 1.8317 -4.2429 3.8683  0.384
H: 4.7322 0.6560 0.4044  0.601
H: 5.9347 2.7597 0.4926  0.379
H: 4.7524 4.9349 0.4098  0.364
H: 2.5765 6.1442 0.2774  0.404
H: 0.0851 6.0334 0.1425  0.404
H: -1.0044 3.7971 0.0363  0.329
S: -2.1658 1.7529 -0.7050  -0.587
C: -3.4221 0.6705 -0.1159  0.752
C: -4.7720 1.0081 -0.2245  -0.577
C: -5.7507 0.1296 0.2006  -0.463
C: -5.3844 -1.1028 0.7426  -0.627
C: -4.0505 -1.4416 0.8573  -0.728
C: -3.0504 -0.5586 0.4333  -0.048
S: -1.3724 -1.0381 0.5431  -0.276
H: -5.0407 1.9716 -0.6419  0.372
H: -6.7960 0.4016 0.1205  0.348
H: -6.1468 -1.7952 1.0781  0.338
H: -3.7561 -2.4007 1.2669  0.441
C: 3.4036 -8.9346 -0.5548  -1.455
C: 2.4305 -7.7863 -0.5954  0.926
C: 2.8215 -6.5396 -1.0787  -0.887
C: 1.9454 -5.4661 -1.0877  -0.280
C: 0.6491 -5.6393 -0.6151  0.130
C: 0.2438 -6.8674 -0.1217  -0.669
C: 1.1320 -7.9352 -0.1206  -0.607
S: -0.5046 -4.2605 -0.4539  0.988
C: -0.5279 -3.7438 -2.1795  -0.960
O: -1.8352 -4.8842 -0.1921  -0.770
H: 4.0900 -8.9000 -1.4016  0.364
H: 2.8839 -9.8927 -0.5749  0.373
H: 4.0052 -8.9023 0.3565  0.277
H: 3.8323 -6.4022 -1.4465  0.356
H: 2.2773 -4.4930 -1.4283  0.229
H: -0.7731 -6.9706 0.2363  0.480
H: 0.8093 -8.8991 0.2573  0.327
H: -1.1257 -4.4740 -2.7234  0.401
H: 0.4838 -3.6681 -2.5675  0.305
H: -0.9979 -2.7616 -2.1875  0.306
F: -0.3879 1.5037 5.4963  -0.258
C: -0.5587 2.1456 4.3347  0.712
F: -1.8403 2.5196 4.2651  -0.235
F: 0.1849 3.2734 4.3893  -0.272
C: -0.0967 1.2769 3.1333  0.458
O: -0.6733 1.6905 2.0615  -1.237
O: 0.7295 0.4156 3.3021  -0.529



[3]
# C18H29N3O4

A cluster of 4 separate species, C18H29N3O4 in total at a distorted geometry (wB97M-V/def2-TZVPD, OMol25).

Values from the calculation:
Total charge: -2
HOMO: 1.77 eV
Max |F|: 0.0274 Eh/bohr
Frontier orbital gap: 2.094 eV

Last column: natural (NBO) charge in e.
Geometry (Å):
C: -2.1860 -1.8170 -0.1758  -0.634
C: -1.6471 -1.1665 -1.4555  -0.049
O: -0.3905 -0.6232 -1.2596  -0.599
C: -0.2999 0.8505 -1.3321  -0.253
C: 0.0018 1.3056 0.0898  -0.561
C: 1.2912 0.7418 0.5658  0.449
O: 1.9539 1.1833 1.5097  -0.663
C: 0.8940 1.2788 -2.1475  0.688
O: 1.6403 0.4367 -2.7512  -0.869
O: 1.1229 2.5405 -2.1320  -0.884
H: -1.9877 -1.1267 0.6440  0.202
H: -1.6540 -2.7473 0.0250  0.187
H: -3.2590 -2.0083 -0.2713  0.166
H: -2.3330 -0.3603 -1.7495  0.161
H: -1.6151 -1.9217 -2.2539  0.138
H: 0.1061 2.3912 0.0896  0.228
H: -0.7864 0.9996 0.7915  0.186
H: 1.7208 -0.0768 -0.0136  0.137
C: 5.6561 0.4562 -0.0278  -0.614
C: 5.7595 -0.1398 -1.4279  -0.373
C: 4.3843 -0.3713 -2.0626  -0.538
C: 3.5742 -1.2895 -1.2805  0.329
N: 2.8767 -2.0231 -0.7382  -0.366
H: 5.1283 -0.2167 0.6481  0.223
H: 6.6501 0.6409 0.3892  0.179
H: 5.1111 1.4003 -0.0426  0.225
H: 6.3082 -1.0856 -1.3858  0.177
H: 6.3320 0.5328 -2.0728  0.186
H: 4.4746 -0.7789 -3.0696  0.235
H: 3.8233 0.5643 -2.1412  0.320
C: 0.3996 6.3129 2.5213  -0.610
C: 0.6244 5.5923 1.1969  -0.385
C: -0.5124 5.8132 0.1941  -0.524
C: -1.7802 5.3062 0.7053  0.307
N: -2.7446 4.8198 1.1023  -0.362
H: -0.4967 5.9429 3.0214  0.211
H: 1.2432 6.1516 3.1939  0.207
H: 0.2870 7.3914 2.3737  0.181
H: 0.7370 4.5214 1.3712  0.249
H: 1.5539 5.9386 0.7421  0.204
H: -0.2954 5.2785 -0.7343  0.300
H: -0.6302 6.8751 -0.0380  0.214
C: -4.2665 -4.8626 1.9280  -0.619
C: -4.8971 -5.8862 0.9900  -0.375
C: -3.8903 -6.4452 -0.0224  -0.501
C: -3.3412 -5.3770 -0.8502  0.245
N: -2.8738 -4.5016 -1.4310  -0.270
H: -3.8918 -3.9985 1.3773  0.246
H: -4.9978 -4.5026 2.6524  0.206
H: -3.4314 -5.2985 2.4798  0.200
H: -5.7285 -5.4264 0.4524  0.205
H: -5.3102 -6.7172 1.5680  0.191
H: -4.3616 -7.1835 -0.6732  0.232
H: -3.0646 -6.9355 0.4969  0.236



[4]
# C22H20ClN3O6S2

The molecule C22H20ClN3O6S2 at a distorted geometry (wB97M-V/def2-TZVPD, OMol25).

Values from the calculation:
Total charge: 0
HOMO: -8.38 eV
Max |F|: 0.0242 Eh/bohr
Structure (SMILES): O=C(COC(=O)c1cccc(S(=O)(=O)N2CCOCC2)c1)Nc1nc(-c2ccccc2Cl)cs1
Frontier orbital gap: 8.237 eV

Last column: natural (NBO) charge in e.
Geometry (Å):
O: -5.1194 -2.7911 1.5947  -0.566
C: -4.2649 -1.9914 1.3106  0.687
N: -4.4863 -1.0631 0.3207  -0.640
C: -3.6582 -0.0697 -0.1320  0.248
N: -2.8584 0.6289 0.5839  -0.476
C: -2.1286 1.5149 -0.1571  0.114
C: -2.4190 1.4990 -1.4913  -0.425
S: -3.6207 0.3234 -1.8539  0.380
H: -2.0264 2.1197 -2.2682  0.256
C: -1.2019 2.4011 0.5420  -0.125
C: -0.0385 2.9237 -0.0221  -0.003
C: 0.7785 3.7853 0.6897  -0.207
C: 0.4524 4.1298 1.9877  -0.191
C: -0.6839 3.6008 2.5779  -0.230
C: -1.4979 2.7480 1.8615  -0.120
H: -2.3877 2.3295 2.3057  0.221
H: -0.9344 3.8534 3.5971  0.215
H: 1.0940 4.7988 2.5398  0.217
H: 1.6774 4.1616 0.2282  0.233
Cl: 0.4859 2.4594 -1.6004  0.013
H: -5.3002 -1.2675 -0.2481  0.423
C: -2.9487 -1.9194 2.0794  -0.173
H: -2.9925 -1.0872 2.7871  0.235
H: -2.8489 -2.8665 2.6215  0.223
O: -1.7855 -1.6824 1.3014  -0.488
C: -1.7378 -2.2181 0.0800  0.788
O: -2.5679 -2.9799 -0.3537  -0.587
C: -0.5767 -1.7205 -0.7019  -0.174
C: -0.4681 -2.0972 -2.0393  -0.133
C: 0.5655 -1.6129 -2.8218  -0.216
C: 1.5082 -0.7608 -2.2673  -0.170
C: 1.3917 -0.3937 -0.9388  -0.336
C: 0.3622 -0.8552 -0.1461  -0.151
H: 0.2859 -0.5242 0.8771  0.261
S: 2.6827 0.5930 -0.1770  2.343
O: 2.1582 1.2470 0.9830  -0.939
O: 3.3687 1.3595 -1.1709  -0.937
N: 3.7618 -0.5535 0.3667  -0.671
C: 4.4909 -1.2863 -0.6426  -0.267
H: 4.8269 -0.5681 -1.3898  0.239
C: 5.6791 -1.9752 0.0343  -0.072
H: 6.2070 -2.6183 -0.6713  0.201
O: 5.2460 -2.8104 1.0824  -0.519
C: 4.5441 -2.0788 2.0602  -0.072
H: 4.2474 -2.7973 2.8255  0.201
C: 3.3162 -1.3930 1.4543  -0.267
H: 2.8246 -0.7499 2.1835  0.240
H: 2.6094 -2.1596 1.0978  0.184
H: 5.2009 -1.3156 2.5012  0.171
H: 6.3645 -1.2089 0.4235  0.171
H: 3.8509 -2.0474 -1.1176  0.184
H: 2.3194 -0.3528 -2.8500  0.242
H: 0.6379 -1.8974 -3.8601  0.225
H: -1.2131 -2.7640 -2.4472  0.242



[5]
# C3H9NOS

The molecule C3H9NOS at a distorted geometry (wB97M-V/def2-TZVPD, OMol25).

Values from the calculation:
Total charge: 0
HOMO: -9.24 eV
Max |F|: 0.1330 Eh/bohr
Structure (SMILES): CC[S@](C)(=N)=O
Frontier orbital gap: 9.818 eV
Energy relative to the best compared isomer or geometry (same formula, charge and spin): 105.6 kcal per mole

Last column: natural (NBO) charge in e.
Geometry (Å):
C: -1.5401 -0.4032 1.2806  -0.635
C: 1.8734 0.6878 -0.6062  -0.774
C: -0.7638 0.6675 0.3411  -0.570
N: 0.1845 -0.8567 -2.0141  -1.104
O: 0.6604 -1.8036 0.6076  -0.909
S: 0.4518 -0.4520 -0.5589  1.707
H: -0.6327 -0.8394 1.8095  0.282
H: -2.2394 0.0653 1.9589  0.211
H: -2.1672 -1.1285 0.7643  0.222
H: 1.4076 1.5914 -1.0144  0.236
H: 2.1976 0.8223 0.3711  0.238
H: 2.6619 0.3034 -1.2873  0.267
H: -0.0575 1.2656 0.8557  0.215
H: -1.2776 1.3033 -0.4138  0.236
H: -0.7589 -1.2232 -2.0942  0.377



[6]
# C15H22BrFeN8O2PS

A structure of composition C15H22BrFeN8O2PS at a distorted geometry (wB97M-V/def2-TZVPD, OMol25).

Values from the calculation:
Total charge: +2
HOMO (spin up / spin down): -14.41 / -14.41 eV
Max |F|: 0.0249 Eh/bohr
Multiplicity: 5
Frontier orbital gap (spin up / spin down): 9.077 / 8.508 eV
Expectation value of S²: 6.017
Energy relative to the best compared isomer or geometry (same formula, charge and spin): 19.2 kcal per mole

Last column: natural (NBO) charge in e.
Geometry (Å):
Fe: -1.0786 0.7735 -0.6471  1.344
C: -2.1626 -2.7053 -4.6108  -0.670
C: -2.7773 -2.3021 -3.3402  0.377
N: -3.8448 -2.8268 -2.8388  -0.210
N: -4.0728 -2.1821 -1.6762  -0.328
C: -3.1594 -1.2617 -1.4412  0.242
S: -3.1050 -0.1894 -0.1522  -0.279
N: -2.3116 -1.3198 -2.4991  -0.226
N: -1.1662 -0.5053 -2.5097  -0.705
H: -2.7006 -3.5662 -5.0041  0.284
H: -1.1171 -2.9800 -4.4266  0.243
H: -2.1685 -1.8874 -5.3150  0.255
H: -4.9104 -2.3937 -1.1482  0.456
H: -1.2703 0.2089 -3.2367  0.423
H: -0.3227 -1.0231 -2.7612  0.433
Br: 0.9406 -0.4645 -5.2135  0.030
C: 1.9504 0.7840 -4.1728  0.165
C: 3.1501 1.2913 -4.6905  -0.250
C: 3.8953 2.1199 -3.8716  -0.128
C: 3.4110 2.3979 -2.5949  -0.190
C: 2.2316 1.8468 -2.2101  0.065
N: 1.4932 1.0472 -2.9802  -0.488
C: 1.6577 2.2278 -0.8650  0.776
O: 2.3455 2.7293 -0.0090  -0.573
O: 0.3334 1.9749 -0.7505  -0.914
H: 3.4306 1.0494 -5.7149  0.255
H: 4.8298 2.5279 -4.2292  0.249
H: 3.9331 3.0649 -1.9184  0.262
C: -0.7791 -0.6246 4.7095  -0.052
N: 0.0173 -1.3528 3.5826  -0.393
C: 1.4777 -0.8594 3.6622  -0.054
N: 1.5449 0.5647 3.5856  -0.419
C: 0.7676 1.2018 4.6417  -0.077
N: -0.6471 0.7821 4.5990  -0.424
C: -1.3360 1.3560 3.4504  -0.521
P: -0.6151 0.7729 1.8605  0.748
C: -0.5978 -1.0486 2.2600  -0.541
C: 1.1750 1.0707 2.2617  -0.518
H: -0.3483 -1.0118 5.6500  0.236
H: -1.8234 -0.9363 4.6541  0.231
H: -0.0027 -2.3575 3.7589  0.438
H: 2.0389 -1.3014 2.8585  0.227
H: 1.8636 -1.1843 4.6260  0.234
H: 0.8136 2.2728 4.5132  0.231
H: 1.1835 0.9623 5.6149  0.229
H: -1.2881 2.4342 3.5099  0.263
H: -2.3907 1.0843 3.4922  0.246
H: -0.0284 -1.5801 1.5025  0.241
H: -1.6164 -1.4260 2.2794  0.253
H: 1.3503 2.1328 2.2472  0.277
H: 1.8066 0.6116 1.5079  0.245



[7]
# C49H59N5OP2PbS

A structure of composition C49H59N5OP2PbS (wB97M-V/def2-TZVPD, OMol25).

Values from the calculation:
Total charge: +4
HOMO (spin up / spin down): -17.06 / -17.06 eV
Max |F|: 0.0081 Eh/bohr
Frontier orbital gap (spin up / spin down): 5.046 / 5.000 eV

Last column: Mulliken charge in e.
Geometry (Å):
Pb: -1.1370 -0.9130 -0.2862  1.243
C: 1.3723 -4.0621 0.6250  -2.059
N: 2.4596 -3.3492 -0.0482  0.442
C: 2.7998 -2.0833 0.6003  -1.752
P: 1.6225 -0.6180 0.4269  1.205
C: 2.2019 0.1471 -1.0934  0.925
C: 2.6590 1.4613 -1.1614  -0.427
C: 3.0257 1.9949 -2.3893  -0.733
C: 2.9166 1.2355 -3.5484  -0.938
C: 2.4470 -0.0704 -3.4884  -1.049
C: 2.0886 -0.6153 -2.2622  -0.601
C: 2.1494 0.2828 1.8837  0.984
C: 3.4733 0.7099 2.0246  -0.600
C: 3.8863 1.2863 3.2147  -0.899
C: 2.9924 1.4260 4.2691  -0.723
C: 1.6777 0.9968 4.1396  -0.412
C: 1.2531 0.4266 2.9467  -0.770
C: 3.1990 -3.8996 -1.0384  2.122
C: 4.4444 -3.3212 -1.4609  -0.575
C: 5.1862 -3.9248 -2.4346  -0.964
C: 4.7382 -5.1100 -3.0441  -0.527
C: 3.5197 -5.6902 -2.6472  -0.909
C: 2.7621 -5.1077 -1.6747  -0.344
P: -0.3794 -3.6393 0.1301  1.122
C: -1.2868 -4.4488 1.4634  1.241
C: -2.2893 -5.3973 1.2608  -0.425
C: -2.9717 -5.9231 2.3510  -0.946
C: -2.6730 -5.4969 3.6384  -0.717
C: -1.6976 -4.5274 3.8449  -0.810
C: -1.0109 -3.9995 2.7630  -0.866
C: -0.6284 -4.4779 -1.4425  1.180
C: -0.7187 -3.7145 -2.6090  -0.490
C: -0.9098 -4.3228 -3.8422  -0.942
C: -1.0267 -5.7046 -3.9142  -0.768
C: -0.9181 -6.4790 -2.7635  -0.939
C: -0.7108 -5.8736 -1.5339  -0.204
H: 1.4526 -3.8441 1.6888  0.839
H: 1.4679 -5.1390 0.5146  0.847
H: 3.7422 -1.7000 0.2358  0.393
H: 2.8997 -2.2518 1.6732  0.661
H: 2.7459 2.0604 -0.2630  0.439
H: 3.4058 3.0071 -2.4422  0.615
H: 3.2041 1.6609 -4.5016  0.480
H: 2.3681 -0.6607 -4.3924  0.554
H: 1.7452 -1.6487 -2.2185  0.301
H: 4.1834 0.5952 1.2128  0.376
H: 4.9045 1.6373 3.3184  0.495
H: 3.3233 1.8776 5.1956  0.469
H: 0.9890 1.1009 4.9682  0.477
H: 0.2249 0.0962 2.8427  0.274
H: 4.8455 -2.4344 -0.9982  0.503
H: 6.1369 -3.4964 -2.7224  0.482
H: 5.3333 -5.5779 -3.8180  0.459
H: 3.1828 -6.6069 -3.1126  0.493
H: 1.8203 -5.5606 -1.4118  0.257
H: -2.5496 -5.7313 0.2660  0.491
H: -3.7374 -6.6718 2.1924  0.476
H: -3.2002 -5.9199 4.4837  0.448
H: -1.4735 -4.1877 4.8479  0.490
H: -0.2534 -3.2402 2.9421  0.136
H: -0.6166 -2.6324 -2.5793  -0.032
H: -0.9699 -3.7256 -4.7424  0.517
H: -1.1994 -6.1813 -4.8706  0.496
H: -0.9999 -7.5568 -2.8257  0.522
H: -0.6033 -6.4921 -0.6498  0.583
C: -4.2992 2.1844 -0.9162  -0.633
N: -4.4527 1.7539 0.4529  0.463
C: -4.1593 2.7301 1.4792  -0.655
C: -5.2859 0.6076 0.7836  -0.889
C: -5.0531 -0.6849 0.0142  -0.974
N: -3.8977 -1.5136 0.4254  0.683
C: -3.9479 -2.7095 -0.4358  -1.283
C: -4.0438 -1.9226 1.8384  -0.595
H: -4.9097 3.0832 -1.0630  0.398
H: -4.6102 1.4159 -1.6157  0.271
H: -3.2520 2.4655 -1.0765  0.113
H: -4.8042 3.6029 1.3262  0.378
H: -3.1235 3.0570 1.3562  0.173
H: -4.3241 2.3174 2.4688  0.340
H: -6.3156 0.9321 0.5695  0.275
H: -5.2305 0.4437 1.8571  0.581
H: -5.0022 -0.5102 -1.0608  0.551
H: -5.9681 -1.2692 0.1824  0.417
H: -4.8794 -3.2697 -0.2922  0.543
H: -3.1239 -3.3794 -0.1978  0.120
H: -3.8865 -2.4208 -1.4878  0.383
H: -5.0677 -2.2512 2.0549  0.389
H: -3.7873 -1.1034 2.5106  0.271
H: -3.3715 -2.7551 2.0470  -0.130
C: 1.1408 6.0016 -2.9334  -1.016
C: -0.3180 6.0260 -2.4854  -0.852
C: -0.7433 4.7554 -1.7644  -0.646
N: 0.0122 4.6330 -0.5090  0.505
C: 0.0726 3.5837 0.2766  0.294
S: -0.7538 2.1177 -0.1180  -0.404
N: 0.8349 3.6200 1.3985  0.365
C: 1.8028 4.6062 1.8358  0.440
O: 2.8294 4.1700 2.2797  -0.455
C: 1.4648 6.0402 1.7496  -0.127
C: 0.1552 6.4978 1.9249  0.347
C: -0.0983 7.8567 1.9491  -0.784
C: 0.9504 8.7589 1.7921  -0.499
C: 2.2535 8.3057 1.6208  -0.757
C: 2.5158 6.9477 1.6195  -0.577
H: 1.3920 6.9143 -3.4714  0.399
H: 1.3270 5.1596 -3.6053  0.264
H: 1.8338 5.9254 -2.0905  0.234
H: -0.9697 6.1451 -3.3516  0.405
H: -0.5048 6.8887 -1.8380  0.377
H: -0.5436 3.8753 -2.3759  0.483
H: -1.8109 4.7780 -1.5352  0.177
H: 0.4949 5.4711 -0.2009  0.069
H: 0.9843 2.7194 1.8367  -0.374
H: -0.6533 5.7926 2.0850  0.437
H: -1.1061 8.2189 2.1053  0.469
H: 0.7514 9.8224 1.8228  0.452
H: 3.0643 9.0127 1.5047  0.462
H: 3.5287 6.5780 1.5244  0.504



> Which value of total charge does entry 2 give?

-1



> max |F| of number 3 (C18H29N3O4)?

0.0274 Eh/bohr



> Which of these has the lowest max |F|?

C49H59N5OP2PbS